1.
{"formula": "C7H15N2O", "method": "ωB97M-V/def2-TZVPD", "e_above_lowest_ev": 5.279, "homo_ev": -12.1, "total_charge": 1, "lumo_ev": -3.12, "energy_ev": -12519.3857, "homo_lumo_gap_ev": 9.02, "elements": ["C", "C", "C", "C", "C", "C", "C", "N", "N", "O", "H", "H", "H", "H", "H", "H", "H", "H", "H", "H", "H", "H", "H", "H", "H"], "coordinates": [[0.632, 1.465, -2.258], [1.406, 1.713, -0.965], [-1.283, 0.245, -1.066], [0.149, 0.138, -1.689], [-0.428, -1.141, 0.935], [0.883, -0.411, 1.147], [-1.014, -1.645, 2.210], [1.213, 0.291, -0.647], [-1.429, -0.007, 0.447], [1.961, -1.277, 1.254], [-0.164, 2.106, -2.524], [1.173, 1.383, -3.152], [2.453, 1.983, -1.095], [1.055, 2.369, -0.171], [-1.659, 1.162, -1.187], [-1.849, -0.429, -1.684], [0.231, -0.863, -2.099], [-0.384, -1.924, 0.170], [0.913, 0.460, 1.856], [-1.173, -0.881, 2.833], [-0.162, -2.265, 2.760], [-1.729, -2.365, 1.877], [-1.086, 0.715, 1.030], [-2.394, -0.154, 0.701], [2.685, -0.667, 1.319]], "forces_ev_per_a": [[-0.827, -0.062, 0.189], [0.727, -0.201, 0.407], [1.502, -2.230, 0.223], [0.234, -0.576, 3.494], [-0.352, 1.141, 0.150], [1.501, 0.604, -4.250], [3.975, -4.613, -1.292], [-0.450, -1.562, 2.778], [1.976, -2.378, -1.907], [-2.116, 0.677, 0.507], [-0.977, 0.988, 0.017], [1.344, -0.285, -0.920], [0.104, -0.104, -0.079], [-0.722, 0.510, -0.342], [-1.429, 3.697, -0.620], [-0.913, -0.569, 0.659], [0.092, 0.301, -0.939], [0.260, 0.423, 0.048], [-0.292, -0.693, -0.607], [-1.652, 2.713, 2.545], [-1.716, 1.052, -1.186], [-1.264, -0.137, 0.884], [0.146, 1.770, 0.149], [-0.384, -0.499, 0.058], [1.231, 0.032, 0.032]], "mulliken_charge": [-0.981, -0.454, -1.304, 0.291, 0.109, -0.106, -1.631, -0.275, -0.187, -0.443, 0.327, 0.319, 0.323, 0.271, 0.696, 0.341, 0.455, 0.374, 0.357, 0.555, 0.347, 0.439, 0.424, 0.381, 0.372]}

2.
{"formula": "C4H20NO6S2", "method": "ωB97M-V/def2-TZVPD", "homo_ev": [-9.3, -9.3], "total_charge": 0, "lumo_ev": [0.30, -3.83], "energy_ev": -39915.0634, "homo_lumo_gap_ev": [9.62, 5.50], "spin_multiplicity": 2, "elements": ["N", "C", "C", "O", "C", "S", "S", "C", "H", "H", "H", "H", "H", "H", "H", "H", "H", "H", "H", "H", "O", "H", "H", "O", "H", "H", "O", "H", "H", "O", "H", "H", "O"], "coordinates": [[-2.038, 1.838, -1.726], [-0.955, 1.007, -2.111], [-1.358, -0.566, -2.000], [-1.749, -1.023, -0.793], [0.335, 1.239, -1.332], [0.427, 2.780, -0.345], [2.004, 2.672, 0.853], [1.479, 2.077, 2.486], [-1.876, 2.250, -0.821], [-2.956, 1.414, -1.713], [-0.786, 1.237, -3.158], [-0.483, -1.137, -2.331], [-2.170, -0.766, -2.709], [0.544, 0.357, -0.736], [1.170, 1.333, -2.013], [2.306, 2.347, 3.147], [1.531, 0.986, 2.514], [0.496, 2.415, 2.803], [-0.784, -3.760, 2.218], [0.526, -3.150, 1.975], [-0.044, -3.395, 2.714], [2.372, -1.588, -1.426], [3.479, -0.776, -0.755], [3.144, -1.053, -1.615], [-0.378, -0.633, 1.427], [-0.682, -1.262, -0.003], [0.056, -1.197, 0.768], [2.147, -1.727, 0.353], [1.984, -1.300, 1.697], [2.684, -1.690, 1.151], [-4.166, 0.302, 0.884], [-2.821, 0.028, 0.167], [-3.439, 0.742, 0.430]], "forces_ev_per_a": [[0.423, -0.210, 0.490], [-0.516, 1.443, 0.538], [-0.474, -2.095, 0.009], [-0.246, 0.939, -1.237], [0.825, -0.104, -0.108], [-1.291, 0.175, -0.236], [0.783, -0.058, 0.419], [0.453, -0.977, -0.210], [-0.296, 0.121, 0.321], [-0.113, 0.101, -0.296], [0.085, -0.990, -0.530], [0.360, 0.355, -0.194], [-0.113, 0.682, -0.242], [0.044, 0.221, 0.510], [0.069, -0.220, -0.385], [-0.322, 0.535, 0.103], [-0.376, -0.019, -0.214], [0.178, 0.280, 0.017], [-0.283, -0.076, 0.309], [0.263, 0.305, 0.224], [-0.008, -0.252, -0.389], [0.003, -0.103, -0.146], [0.021, -0.050, 0.131], [0.043, 0.227, -0.381], [0.168, -0.298, -0.107], [0.999, 0.027, 1.530], [-0.571, 0.163, -0.536], [0.133, -0.267, 0.039], [0.395, -0.075, 0.312], [-0.350, 0.206, 0.140], [0.103, 0.037, -0.025], [-0.436, 0.152, 0.042], [0.046, -0.176, 0.099]], "mulliken_charge": [-0.552, 0.538, -0.739, -0.665, -0.366, -0.143, -0.033, -0.601, 0.212, 0.314, 0.287, 0.357, 0.430, -0.041, 0.444, 0.325, 0.058, 0.310, 0.305, 0.316, -0.630, 0.268, 0.392, -0.619, 0.204, 0.262, -0.578, 0.215, 0.344, -0.667, 0.294, 0.423, -0.663]}